## w
C35H37F15N5ORu | the ωB97M-V functional and the def2-TZVPD basis

- highest occupied orbital energy (spin up / spin down) (eV) = -7.3 / -7.4
- multiplicity = 6
- total charge = 0
- E_LUMO (spin up / spin down) (hartree) = 0.0110 / -0.0399

Element x y z (Å)
Ru: 0.16 -0.68 -0.10
C: -0.93 -2.32 2.91
N: -1.30 -1.51 1.74
C: -2.23 -2.23 0.87
C: -1.50 -3.34 0.18
N: -0.31 -2.81 -0.49
C: 0.39 -3.71 -1.30
C: 1.46 -3.26 -2.08
F: 1.77 -1.96 -2.06
C: 2.19 -4.05 -2.94
F: 3.18 -3.51 -3.66
C: 1.91 -5.39 -3.06
F: 2.61 -6.17 -3.88
C: 0.88 -5.90 -2.30
F: 0.59 -7.20 -2.38
C: 0.15 -5.09 -1.45
F: -0.80 -5.73 -0.74
C: -1.84 -0.22 2.17
C: -0.72 0.70 2.57
N: 0.21 0.79 1.45
C: 1.12 1.82 1.44
C: 1.43 2.69 2.49
F: 0.83 2.57 3.69
C: 2.39 3.69 2.40
F: 2.63 4.46 3.46
C: 3.11 3.88 1.24
F: 4.04 4.84 1.16
C: 2.84 3.06 0.17
F: 3.50 3.20 -0.97
C: 1.87 2.08 0.28
F: 1.64 1.34 -0.83
H: -1.82 -2.51 3.52
H: -0.20 -1.79 3.51
H: -0.50 -3.27 2.61
H: -2.60 -1.52 0.13
H: -3.09 -2.62 1.43
H: -2.20 -3.79 -0.53
H: -1.25 -4.13 0.90
H: -2.56 -0.34 2.99
H: -2.36 0.23 1.32
H: -0.23 0.35 3.48
H: -1.17 1.66 2.81
C: -6.91 6.53 -0.11
C: -5.81 5.51 -0.32
C: -5.02 5.53 -1.46
C: -3.99 4.61 -1.65
C: -3.18 4.70 -2.93
C: -3.76 3.64 -0.66
C: -2.63 2.71 -0.87
O: -2.25 1.88 -0.07
C: -4.57 3.59 0.49
C: -4.39 2.55 1.58
C: -5.58 4.53 0.63
H: -7.00 7.19 -0.97
H: -6.70 7.14 0.77
H: -7.87 6.04 0.05
H: -5.20 6.29 -2.22
H: -3.57 5.51 -3.55
H: -3.23 3.78 -3.51
H: -2.13 4.91 -2.74
H: -2.10 2.79 -1.83
H: -4.43 1.54 1.17
H: -5.18 2.66 2.32
H: -3.42 2.65 2.07
H: -6.20 4.48 1.52
F: -0.57 1.21 -2.37
C: -0.74 -0.16 -2.15
F: -2.10 -0.33 -1.92
C: -0.57 -0.73 -3.57
F: -1.43 -0.14 -4.41
F: -0.82 -2.05 -3.59
F: 0.66 -0.52 -4.05
C: 5.43 -4.19 0.75
C: 5.24 -2.93 1.58
N: 4.48 -1.88 0.89
C: 5.22 -0.94 0.04
C: 5.24 -1.30 -1.44
C: 3.13 -1.82 0.97
C: 2.43 -2.75 1.92
N: 2.41 -0.98 0.29
H: 5.96 -4.95 1.34
H: 6.02 -3.99 -0.15
H: 4.47 -4.61 0.44
H: 6.21 -2.50 1.83
H: 4.75 -3.16 2.52
H: 6.23 -0.91 0.44
H: 4.80 0.06 0.19
H: 5.80 -2.21 -1.62
H: 5.72 -0.49 -2.01
H: 4.23 -1.43 -1.83
H: 2.69 -2.50 2.96
H: 2.69 -3.79 1.74
H: 1.37 -2.62 1.79
H: 2.93 -0.45 -0.39

***

## x
C35H37F15N5ORu | the ωB97M-V functional and the def2-TZVPD basis

- highest occupied orbital energy (spin up / spin down) (eV) = -7.3 / -7.5
- multiplicity = 6
- total charge = 0
- E_LUMO (spin up / spin down) (hartree) = 0.0076 / -0.0319

Element x y z (Å)
Ru: -0.03 -0.13 -0.05
C: 1.94 2.38 1.58
N: 1.82 0.93 1.50
C: 3.01 0.35 0.86
C: 2.79 -1.08 0.38
N: 1.72 -1.13 -0.62
C: 1.67 -2.22 -1.46
C: 2.26 -3.47 -1.27
F: 2.96 -3.73 -0.14
C: 2.12 -4.51 -2.16
F: 2.71 -5.68 -1.91
C: 1.34 -4.37 -3.30
F: 1.20 -5.38 -4.16
C: 0.72 -3.16 -3.52
F: -0.03 -2.98 -4.61
C: 0.89 -2.13 -2.62
F: 0.25 -0.96 -2.88
C: 1.52 0.38 2.83
C: 0.02 0.12 2.90
N: -0.30 -0.94 1.95
C: -0.09 -2.24 2.32
C: -0.26 -3.28 1.38
F: -0.65 -2.97 0.13
C: -0.06 -4.62 1.64
F: -0.24 -5.51 0.67
C: 0.34 -5.04 2.90
F: 0.53 -6.33 3.17
C: 0.53 -4.07 3.86
F: 0.92 -4.42 5.09
C: 0.32 -2.73 3.58
F: 0.58 -1.89 4.62
H: 2.78 2.68 2.21
H: 1.03 2.80 2.00
H: 2.08 2.80 0.58
H: 3.87 0.38 1.53
H: 3.24 0.97 -0.01
H: 2.58 -1.73 1.23
H: 3.73 -1.42 -0.05
H: 1.87 1.07 3.61
H: 2.04 -0.56 2.97
H: -0.51 1.03 2.59
H: -0.31 -0.08 3.91
C: -6.71 -4.75 -1.97
C: -5.79 -3.65 -1.51
C: -5.57 -3.42 -0.16
C: -4.70 -2.43 0.28
C: -4.46 -2.31 1.77
C: -4.04 -1.63 -0.66
C: -3.05 -0.58 -0.16
O: -1.80 -0.73 -0.73
C: -4.22 -1.87 -2.03
C: -3.49 -1.11 -3.11
C: -5.10 -2.87 -2.43
H: -7.44 -5.00 -1.20
H: -6.15 -5.66 -2.19
H: -7.25 -4.46 -2.87
H: -6.08 -4.03 0.57
H: -5.09 -3.03 2.30
H: -4.70 -1.32 2.16
H: -3.42 -2.52 2.02
H: -2.98 -0.71 0.93
H: -3.59 -0.03 -3.01
H: -3.88 -1.39 -4.09
H: -2.42 -1.33 -3.08
H: -5.25 -3.05 -3.49
F: -2.77 1.59 0.70
C: -3.47 0.90 -0.27
F: -3.11 1.47 -1.45
C: -4.95 1.26 -0.05
F: -5.72 0.75 -1.01
F: -5.11 2.59 -0.05
F: -5.37 0.80 1.13
C: -0.25 4.87 -4.14
C: 0.76 4.76 -3.01
N: 0.26 4.05 -1.84
C: -0.59 4.82 -0.91
C: -2.09 4.69 -1.16
C: 0.44 2.73 -1.66
C: 1.39 2.00 -2.58
N: -0.11 2.04 -0.71
H: 0.23 5.29 -5.03
H: -1.08 5.52 -3.88
H: -0.65 3.89 -4.40
H: 1.07 5.76 -2.68
H: 1.66 4.26 -3.36
H: -0.28 5.86 -1.00
H: -0.34 4.51 0.11
H: -2.38 5.21 -2.07
H: -2.64 5.14 -0.33
H: -2.40 3.65 -1.24
H: 2.36 2.49 -2.59
H: 1.01 1.98 -3.60
H: 1.50 0.98 -2.22
H: -0.76 2.58 -0.14

***

Short version: w is the least stable of them.

***

## w
CH3O3S | the ωB97M-V functional and the def2-TZVPD basis

- highest occupied orbital energy (eV) = -4.3
- multiplicity = 1
- total charge = -1
- E_LUMO (hartree) = 0.1286

Element x y z (Å)
C: 0.96 -0.43 1.39
O: 2.20 -0.06 1.95
O: 0.00 0.32 1.57
O: 1.05 -1.41 0.67
S: 2.07 1.39 2.78
H: 3.43 0.97 0.77
H: 4.01 1.49 0.61
H: 0.77 1.59 2.62

***

## x
CH3O3S | the ωB97M-V functional and the def2-TZVPD basis

- highest occupied orbital energy (eV) = -3.3
- multiplicity = 1
- total charge = -1
- E_LUMO (hartree) = 0.1440

Element x y z (Å)
C: -0.41 0.52 -0.98
O: 1.52 -1.38 -0.22
O: 1.68 0.89 0.67
O: -1.36 0.97 -0.13
S: 0.82 -0.15 0.12
H: -0.80 -0.87 -1.50
H: -1.35 0.48 0.73
H: -0.09 -0.46 1.33

***

Short version: x is the least stable of them.

***

## w
C3H8N3O | the ωB97M-V functional and the def2-TZVPD basis

- highest occupied orbital energy (spin up / spin down) (eV) = -13.8 / -12.1
- multiplicity = 1
- total charge = +1
- E_LUMO (spin up / spin down) (hartree) = -0.1617 / -0.1752

Element x y z (Å)
C: -1.12 -0.48 -0.01
C: -0.88 1.91 -0.01
C: 2.44 -0.54 0.07
N: 1.14 0.17 0.05
N: -1.60 0.79 0.18
N: -1.84 -1.57 -0.04
O: 0.15 -0.80 0.01
H: 0.27 1.95 -0.05
H: -1.36 2.82 0.17
H: 2.97 0.03 0.82
H: 2.16 -1.48 0.29
H: 2.80 -0.38 -0.96
H: -2.59 0.96 0.06
H: -2.73 -1.68 0.47
H: -1.17 -2.33 -0.21

***

## x
C3H8N3O | the ωB97M-V functional and the def2-TZVPD basis

- highest occupied orbital energy (eV) = -14.7
- multiplicity = 1
- SMILES = CO/C(N)=N/C=[NH2+]
- total charge = +1
- E_LUMO (hartree) = -0.1299

Element x y z (Å)
C: -2.17 -1.09 -0.19
O: -1.80 0.24 0.21
C: -0.60 0.79 0.24
N: -0.60 2.08 0.42
N: 0.49 0.05 0.03
C: 1.75 -0.02 0.34
N: 2.66 -0.60 -0.38
H: -1.99 -1.12 -1.25
H: -1.64 -1.94 0.17
H: -3.25 -1.19 0.02
H: 0.27 2.56 0.67
H: -1.50 2.54 0.33
H: 2.13 0.15 1.33
H: 3.57 -0.81 0.17
H: 2.45 -0.95 -1.33

***

Short version: w is the least stable of them.

***

## w
C3H8N3O | the ωB97M-V functional and the def2-TZVPD basis

- highest occupied orbital energy (eV) = -13.9
- multiplicity = 1
- SMILES = [H]/N=C/NOC(C)=[NH2+]
- total charge = +1
- E_LUMO (hartree) = -0.1548

Element x y z (Å)
H: 2.96 -0.34 1.68
N: 2.21 0.11 1.28
C: 2.10 0.16 0.02
N: 1.03 0.59 -0.74
O: -0.20 1.09 -0.12
C: -1.17 0.21 0.01
C: -1.18 -1.02 -0.76
N: -2.05 0.61 0.92
H: 2.92 -0.02 -0.66
H: 1.19 1.09 -1.64
H: -1.30 -0.80 -1.83
H: -1.74 -1.76 -0.14
H: -0.04 -1.30 -0.62
H: -1.84 1.24 1.62
H: -2.89 0.16 1.00

***

## x
C3H8N3O | the ωB97M-V functional and the def2-TZVPD basis

- highest occupied orbital energy (eV) = -14.8
- multiplicity = 1
- SMILES = C1C[N@+]2(CN1)NO2
- total charge = +1
- E_LUMO (hartree) = -0.1254

Element x y z (Å)
C: 0.00 -0.58 1.12
C: -0.87 -0.64 -0.12
N: 0.22 0.16 -1.25
C: 1.28 0.77 -0.29
N: 0.69 0.64 1.00
N: -0.45 0.77 -2.27
O: 0.50 -0.26 -2.47
H: -0.67 -0.70 1.92
H: 0.59 -1.56 1.24
H: -1.17 -1.69 -0.42
H: -1.74 -0.04 -0.02
H: 1.51 1.64 -0.78
H: 2.08 -0.01 -0.60
H: 0.04 1.35 1.32
H: -1.42 0.54 -2.25

***

## y
C3H8N3O | the ωB97M-V functional and the def2-TZVPD basis

- highest occupied orbital energy (eV) = -13.6
- multiplicity = 1
- SMILES = O=N[C@@H]1C[NH2+]CN1
- total charge = +1
- E_LUMO (hartree) = -0.1666

Element x y z (Å)
O: -3.08 -0.35 0.12
N: -1.94 0.08 0.42
C: -0.91 0.23 -0.63
C: -0.03 -1.07 -0.39
N: 1.15 -0.63 0.44
C: 0.88 0.97 0.62
N: -0.07 1.37 -0.28
H: -1.34 0.26 -1.69
H: -0.70 -1.62 0.29
H: 0.27 -1.68 -1.26
H: 1.23 -1.04 1.36
H: 2.00 -0.84 -0.11
H: 1.90 1.48 0.60
H: 0.51 0.94 1.62
H: 0.13 1.89 -1.11

***

Short version: x is the least stable of them.

***

## w
C2H2N2O2 | the ωB97M-V functional and the def2-TZVPD basis

- highest occupied orbital energy (eV) = -10.0
- multiplicity = 1
- SMILES = O=NN1CC1=O
- total charge = 0
- E_LUMO (hartree) = -0.0170

Element x y z (Å)
O: -0.23 3.73 0.47
N: 0.32 2.65 0.50
N: -0.47 1.59 0.35
C: -0.22 0.07 -0.04
C: -1.41 0.90 -0.34
O: -2.47 1.00 -0.86
H: -0.21 -0.60 0.80
H: 0.53 -0.09 -0.81

***

## x
C2H2N2O2 | the ωB97M-V functional and the def2-TZVPD basis

- highest occupied orbital energy (eV) = -9.8
- multiplicity = 1
- SMILES = Oc1conn1
- total charge = 0
- E_LUMO (hartree) = 0.0085

Element x y z (Å)
O: 1.53 -0.95 0.85
C: 0.44 -0.34 0.31
C: -0.84 -0.68 0.17
O: -1.42 0.30 -0.52
N: -0.39 1.24 -0.79
N: 0.66 0.83 -0.30
H: 1.05 -1.53 1.67
H: -1.42 -1.61 0.36

***

Short version: w is the least stable of them.

***

## w
C2H2N2O2 | the ωB97M-V functional and the def2-TZVPD basis

- highest occupied orbital energy (eV) = -10.1
- multiplicity = 1
- SMILES = Oc1conn1
- total charge = 0
- E_LUMO (hartree) = 0.0108

Element x y z (Å)
O: -1.71 -0.43 0.00
C: -0.38 -0.24 -0.08
C: 0.49 0.75 -0.24
O: 1.73 0.23 0.07
N: 1.51 -1.10 0.03
N: 0.29 -1.39 -0.17
H: -1.93 0.47 0.45
H: 0.00 1.71 -0.07

***

## x
C2H2N2O2 | the ωB97M-V functional and the def2-TZVPD basis

- highest occupied orbital energy (eV) = -10.3
- multiplicity = 1
- total charge = 0
- E_LUMO (hartree) = -0.0129

Element x y z (Å)
O: -1.00 1.61 0.86
C: -0.21 0.56 0.13
N: 0.43 1.66 0.04
O: 1.45 -0.92 -1.20
C: 0.43 -1.38 -0.75
N: -0.51 -0.66 0.00
H: -0.74 1.57 1.80
H: 0.14 -2.43 -0.88

***

Short version: x is the least stable of them.

***

## w
C5H37NO15 | the ωB97M-V functional and the def2-TZVPD basis

- highest occupied orbital energy (eV) = -9.1
- multiplicity = 1
- total charge = 0
- E_LUMO (hartree) = 0.0045

Element x y z (Å)
C: -1.24 1.64 -0.72
C: -0.79 1.03 0.64
C: -2.06 1.11 1.54
C: -2.11 2.35 2.39
O: -1.20 3.15 2.37
N: -0.26 -0.33 0.70
C: 1.19 -0.40 0.62
O: 1.69 -0.26 -0.70
H: -2.03 2.35 -0.46
H: -0.57 2.11 -1.44
H: -1.77 0.87 -1.30
H: -0.01 1.65 1.08
H: -2.06 0.27 2.25
H: -3.01 0.95 0.99
H: -3.05 2.67 2.87
H: -0.69 -1.09 0.20
H: 1.71 0.38 1.17
H: 1.49 -1.38 1.04
H: 1.21 -0.92 -1.23
H: -1.00 -5.01 0.45
H: -0.80 -4.26 -0.92
O: -0.79 -4.17 0.06
H: -1.98 -3.25 1.02
H: -2.10 -1.82 1.64
O: -2.60 -2.60 1.41
H: 4.07 1.84 -0.56
H: 4.48 3.05 0.28
O: 3.80 2.35 0.25
H: 1.68 -0.53 4.40
H: 1.13 0.89 4.16
O: 0.90 0.01 4.53
H: -4.81 -1.75 -0.36
H: -3.40 -2.21 -0.70
O: -4.18 -1.78 -1.07
H: 3.17 0.94 -2.44
H: 4.32 -0.13 -2.19
O: 4.12 0.82 -2.23
H: 0.02 -0.42 -3.11
H: 0.53 -1.64 -3.86
O: 0.46 -1.27 -2.97
H: -0.18 -2.91 -2.43
H: -1.65 -3.47 -2.61
O: -0.73 -3.70 -2.60
H: 2.54 3.27 -0.45
H: 1.05 3.48 -0.35
O: 1.81 3.77 -0.87
H: -2.59 -0.47 -3.63
H: -3.09 -0.49 -2.28
O: -2.28 -0.73 -2.76
H: 2.15 1.91 -3.70
H: 1.17 1.73 -2.57
O: 1.67 1.21 -3.23
H: 2.95 2.15 1.93
H: 2.17 3.07 2.82
O: 2.75 2.30 2.88
H: 0.01 -1.52 2.97
H: -0.81 -2.45 3.97
O: -0.41 -2.37 3.09

***

## x
C5H37NO15 | the ωB97M-V functional and the def2-TZVPD basis

- highest occupied orbital energy (eV) = -9.3
- multiplicity = 1
- total charge = 0
- E_LUMO (hartree) = 0.0036

Element x y z (Å)
C: -0.41 0.72 0.92
N: -1.57 -0.13 1.15
C: -1.11 -1.44 1.60
O: 0.10 -1.83 1.08
C: -2.58 0.56 1.95
C: -1.88 1.59 2.70
C: -0.62 2.03 1.90
H: -0.31 1.11 -0.09
H: 0.59 0.30 1.30
H: -1.83 -2.27 1.27
H: -3.21 -0.15 2.51
H: -3.18 0.97 1.10
H: -1.49 1.28 3.68
H: -2.59 2.44 2.76
H: -0.77 2.82 1.09
H: 0.27 2.29 2.63
H: -1.21 -1.46 5.57
H: -0.33 -2.48 4.84
O: -1.06 -2.44 5.55
H: 1.01 -0.27 2.74
H: -1.79 -1.93 3.42
O: -1.06 -1.44 2.97
H: 1.94 -2.46 -0.82
H: 2.35 -1.22 -1.64
O: 1.86 -2.02 -1.71
H: -0.74 1.55 -5.25
H: -0.12 0.90 -4.24
O: -0.96 0.80 -4.62
H: 2.99 -0.46 -4.36
H: 3.93 0.73 -4.14
O: 3.23 0.17 -3.76
H: -2.89 0.19 -3.29
H: -3.49 -0.68 -2.36
O: -3.56 0.24 -2.67
H: 0.30 -1.39 0.27
H: 1.49 -2.72 1.67
O: 1.76 -3.66 1.79
H: 2.20 1.40 -3.31
H: 0.86 0.88 -2.64
O: 1.21 1.70 -3.06
H: -2.13 1.58 -1.58
H: -3.47 2.23 -1.27
O: -2.50 2.27 -1.00
H: 1.54 -1.12 3.72
H: 0.85 -3.99 1.89
O: 1.85 -0.50 3.06
H: -1.05 -1.67 -1.63
H: -1.51 -0.43 -0.99
O: -1.30 -0.72 -1.79
H: 1.74 1.21 -0.71
H: 2.82 0.28 -1.33
O: 1.94 0.44 -1.03
H: 2.70 4.37 2.19
H: 4.11 3.83 2.16
O: 3.22 3.69 1.75
H: 1.32 -2.66 -4.09
H: 1.11 -1.26 -3.58
O: 1.43 -1.79 -4.25

***

Short version: x is the least stable of them.